Computed, not measured: a molecular structure, C43H30Br2N5O5S4Ti, with the ωB97M-V functional and the def2-TZVPD basis.

Values from the calculation:
Energy above the lowest of the compared OMol25 structures with the same formula, charge and spin in kJ/mol: 0.0
Kohn-Sham gap (spin up / spin down) in eV: 4.33 / 4.30
Charge: -1

Each line ends with the Löwdin charge.
CARTESIAN COORDINATES (ANGSTROEM)
Ti  0.0427  0.0478  0.2968  0.9525
O  4.6734  2.7751  -1.0861  0.0402
C  5.1188  1.7995  -0.2753  -0.2781
C  6.4728  1.7883  0.0591  -0.0249
C  6.9870  0.7958  0.8744  -0.1024
C  6.1618  -0.2055  1.3758  -0.1040
C  4.8145  -0.1880  1.0606  -0.0351
C  4.2725  0.8034  0.2452  -0.0809
C  2.8241  0.8054  -0.0257  -0.4211
O  2.0362  0.0821  0.6920  -0.1285
N  2.3427  1.5565  -0.9809  0.0785
N  0.9770  1.4327  -0.9864  -0.1249
C  0.3378  2.2146  -1.8560  -0.1605
C  -1.0531  2.2394  -1.7230  -0.3339
C  -1.9114  3.0741  -2.4792  -0.0545
C  -3.2417  3.1207  -2.1759  -0.1045
C  -3.7317  2.3309  -1.1193  -0.0952
C  -2.8578  1.5011  -0.4571  -0.2135
N  -1.5474  1.4067  -0.7430  0.0061
H  3.7095  2.5971  -1.2546  0.0685
H  7.1032  2.5709  -0.3427  0.1102
H  8.0418  0.8022  1.1193  0.0946
H  6.5659  -0.9855  2.0073  0.0920
H  4.1445  -0.9435  1.4515  0.1091
H  0.8876  2.8379  -2.5510  0.1101
H  -1.4855  3.6803  -3.2687  0.1033
H  -3.9083  3.7660  -2.7352  0.0939
H  -4.7726  2.3523  -0.8310  0.0876
H  -3.2068  0.8574  0.3357  0.0089
Br  0.6968  -3.9779  -5.1782  0.7419
C  0.4197  -2.8746  -3.6662  -0.6747
C  -0.2504  -1.6722  -3.8094  -0.0792
C  -0.3935  -0.8895  -2.6814  -0.0828
N  0.0577  -1.2405  -1.4754  0.0119
C  0.6451  -2.4403  -1.3373  -0.1851
C  0.8733  -3.2715  -2.4324  -0.0479
C  0.9991  -2.8150  0.0355  -0.1906
C  1.6471  -4.0047  0.3617  -0.0406
C  1.9150  -4.2596  1.6868  -0.6621
Br  2.7610  -5.8773  2.1787  0.7649
C  1.5778  -3.3388  2.6646  -0.0677
C  0.9708  -2.1717  2.2428  -0.0865
N  0.6696  -1.9266  0.9703  0.0051
H  -0.6347  -1.3470  -4.7638  0.1066
H  -0.8894  0.0686  -2.7465  0.1004
H  1.3797  -4.2160  -2.3119  0.1003
H  1.9241  -4.7195  -0.3977  0.1008
H  1.7843  -3.5144  3.7096  0.1144
H  0.7188  -1.3917  2.9468  0.1070
O  -0.3608  0.8649  1.9688  -0.3168
C  0.1519  1.7670  2.9032  -0.5518
C  1.0136  2.8271  2.2240  -0.4355
C  0.6152  3.5660  1.1538  -0.1166
C  1.5972  4.4947  0.7190  -0.1726
C  2.7214  4.4579  1.4845  -0.4109
S  2.5958  3.2882  2.7271  1.0674
C  -1.0344  2.4932  3.5371  -0.4995
C  -1.0468  3.5254  4.4255  -0.1374
C  -2.3635  3.9197  4.7882  -0.1888
C  -3.3143  3.1718  4.1621  -0.4134
S  -2.6236  1.9924  3.1314  1.0877
C  0.8966  1.0228  4.0072  -0.4486
C  2.1561  0.4984  3.9844  -0.1682
C  2.4572  -0.2932  5.1262  -0.1795
C  1.4152  -0.3601  5.9997  -0.4123
S  0.0752  0.5508  5.4504  1.0667
H  -0.3494  3.4276  0.6854  0.1187
H  1.4757  5.1478  -0.1333  0.1023
H  3.6276  5.0278  1.3639  0.0617
H  -0.1442  3.9901  4.7971  0.1186
H  -2.5878  4.7209  5.4782  0.0936
H  -4.3845  3.2589  4.2521  0.0563
H  2.8293  0.6397  3.1564  0.0781
H  3.4066  -0.7851  5.2825  0.1014
H  1.3769  -0.8749  6.9459  0.0593
O  -1.3960  -4.6121  6.4945  0.0956
C  -1.2405  -5.0881  5.2282  -0.4876
O  -0.8685  -6.2224  5.0801  0.0950
C  -1.5539  -4.1522  4.1214  -0.1645
C  -1.6939  -2.7752  4.2905  -0.0407
C  -1.9540  -1.9416  3.2176  -0.1149
C  -2.0812  -2.4537  1.9182  -0.6736
S  -2.3098  -1.4116  0.5387  0.6769
C  -1.9654  -3.8487  1.7619  -0.1101
C  -1.6952  -4.6741  2.8334  -0.0256
H  -1.7827  -3.7310  6.4589  0.0802
H  -1.5488  -2.3076  5.2600  0.0976
H  -2.0197  -0.8730  3.3641  0.0668
H  -2.0713  -4.2613  0.7665  0.0973
H  -1.5805  -5.7424  2.6987  0.1186

Atoms 1-2, force components in eV/Å:
Ti -0.4 2.0 -1.1
O -0.1 0.0 0.0



Computed, not measured: 3 unconnected molecules or ions with the total composition C2H11NO3, with the ωB97M-V functional and the def2-TZVPD basis.

Values from the calculation:
Energy above the lowest of the compared OMol25 structures with the same formula, charge and spin in kJ/mol: 175.1
Kohn-Sham gap in eV: 8.97

Each line ends with the natural charge from an NBO analysis.
CARTESIAN COORDINATES (ANGSTROEM)
C  -0.5885  -0.1754  2.7986  -0.4169
N  -1.1741  -0.6695  1.5029  -0.7169
C  -1.5463  0.4509  0.6196  0.0787
O  -0.3498  1.2445  0.4313  -0.7486
H  -1.3188  -0.1977  3.6398  0.1912
H  0.2111  -0.9093  2.9421  0.2013
H  -0.1311  0.7733  2.5823  0.2196
H  -1.1670  -1.4355  0.8268  0.4097
H  -2.2909  1.1519  0.9411  0.1657
H  -1.7340  -0.1028  -0.3253  0.1590
H  0.2361  0.6591  -0.0582  0.4561
O  0.1275  -1.7598  -2.1903  -0.9566
H  -0.0935  -1.7562  -3.1263  0.4758
H  0.7294  -1.0216  -2.0076  0.4811
O  2.8250  0.9033  -2.2694  -0.9593
H  3.0987  1.2408  -1.4145  0.4798
H  2.8719  1.5888  -2.9381  0.4803

Atoms 1-2, force components in eV/Å:
C -0.1 -3.1 -1.4
N -2.3 3.0 -0.9



Computed, not measured: a molecular structure, C11H21BrF2NO4P2, with the ωB97M-V functional and the def2-TZVPD basis.

Values from the calculation:
Kohn-Sham gap in eV: 5.00
Charge: -1

Each line ends with the natural charge from an NBO analysis.
CARTESIAN COORDINATES (ANGSTROEM)
C  -3.1259  -0.5781  -1.7490  -0.6612
C  -2.0332  -1.1016  -2.8559  -0.5222
C  -0.5548  -0.3403  -2.7317  0.8132
O  0.5227  -1.0548  -3.0642  -0.6248
O  -0.5767  1.0363  -2.2157  -0.5534
C  0.7636  1.6381  -2.1549  -0.0768
C  1.5325  1.4000  -0.6920  -0.7417
P  0.2783  1.1478  0.7257  0.8563
N  0.0628  2.9167  0.7820  -0.8380
C  -1.3443  3.3305  1.1519  0.9536
O  -2.1476  3.7470  0.1351  -0.4914
F  -1.8966  3.3649  2.5374  -0.3408
C  1.1136  3.6152  1.6165  0.9707
O  2.2080  3.0643  2.1478  -0.5517
F  0.9381  5.0936  1.8228  -0.3623
P  0.6005  -1.0174  0.4993  0.3511
C  2.2870  -1.5634  1.2077  -0.7273
C  3.4225  -1.9157  0.0431  -0.6407
C  -0.8628  -2.0383  1.1776  -0.7182
C  -0.7675  -2.0668  2.8144  -0.6444
H  -3.7671  0.2881  -2.2089  0.1706
H  -3.7932  -1.4740  -1.3329  0.2664
H  -2.5368  -0.1497  -0.8306  0.1749
H  -1.8503  -2.2569  -2.6180  0.2753
H  -2.4960  -1.0373  -3.9287  0.2242
H  1.4703  1.3759  -3.0500  0.2245
H  0.5965  2.8190  -2.2108  0.1957
H  2.1878  0.4302  -0.8337  0.2683
H  2.2601  2.3076  -0.5647  0.2370
H  -1.1323  1.0464  0.3444  0.0437
H  0.5727  1.0307  2.1307  -0.0089
H  2.7408  -0.7940  1.9960  0.2158
H  2.1534  -2.5773  1.8185  0.2402
H  4.3999  -1.2415  0.1460  0.1994
H  3.8018  -3.0440  0.1250  0.2101
H  3.0131  -1.7588  -1.0574  0.2363
H  -0.7918  -3.1094  0.6784  0.2739
H  -1.8662  -1.4899  0.8387  0.2916
H  0.0477  -2.8561  3.1625  0.1963
H  -1.8320  -2.3610  3.2633  0.2202
H  -0.4320  -1.0093  3.2494  0.1852
Br  -3.1669  -2.8167  -0.3153  -0.7908

Atoms 1-2, force components in eV/Å:
C 0.1 2.1 -1.3
C -0.2 -0.1 1.1



Computed, not measured: a molecular structure, C21H26F16I2O8S, with the ωB97M-V functional and the def2-TZVPD basis.

Values from the calculation:
Energy above the lowest of the compared OMol25 structures with the same formula, charge and spin in kJ/mol: 0.0
Kohn-Sham gap in eV: 8.77

Each line ends with the Löwdin charge.
CARTESIAN COORDINATES (ANGSTROEM)
C  4.6819  0.1711  0.4884  -0.0700
C  4.7855  -0.2675  -1.0557  -0.2537
O  4.1074  0.6757  -1.9080  -0.1860
C  2.6932  0.3961  -1.9970  -0.1638
C  1.9421  1.6959  -1.4289  -0.1141
O  0.5268  1.4988  -1.6945  -0.0838
C  -0.2961  1.8783  -0.6022  -0.4572
C  -1.7689  1.5605  -1.1649  -0.5776
I  -3.2733  3.0991  -1.3836  0.8839
C  -2.1143  0.2459  -1.5298  -0.6964
C  -1.1660  -1.0094  -1.3953  -0.1327
I  -4.1081  -0.1588  -2.3450  0.7812
O  -0.1278  1.1825  0.6724  -0.1439
S  -0.4611  2.2763  1.9234  0.8009
O  0.7920  2.4630  2.7255  -0.2788
O  -1.5331  1.9064  2.8820  -0.2620
O  -0.9087  3.6034  0.9731  -0.2102
C  -0.0131  3.4034  -0.1613  -0.3172
C  0.0806  4.5168  -1.2848  -0.1711
C  0.7227  5.8181  -0.5840  -0.0932
H  3.6061  0.2087  0.8538  0.0717
H  5.1924  -0.6532  1.0786  0.0745
H  5.1458  1.1936  0.6621  0.0851
H  5.8853  -0.2440  -1.3667  0.1256
H  4.4413  -1.3328  -1.2162  0.1048
H  2.4707  0.2572  -3.1088  0.1417
H  2.3697  -0.5438  -1.4583  0.1287
H  2.2747  2.5653  -2.0897  0.1401
H  2.2081  1.8326  -0.3416  0.1328
H  -1.1455  -1.3384  -0.3074  0.0968
H  -1.5862  -1.8469  -2.0466  0.0642
H  -0.1068  -0.8402  -1.7445  0.0686
H  1.0083  3.4989  0.3505  0.1373
H  0.8046  4.1946  -2.1055  0.1193
H  -0.9069  4.8093  -1.7445  0.0582
H  1.6781  5.5735  -0.0320  0.0833
H  0.8478  6.6338  -1.3606  0.0816
H  -0.0270  6.1748  0.1997  0.0874
C  6.5395  -6.0445  0.9784  -0.0393
C  5.3087  -5.2545  1.4796  -0.4356
C  3.9756  -5.5484  0.7862  -0.3042
F  3.9939  -5.2578  -0.5257  0.0948
F  2.9900  -4.7895  1.3292  0.0922
F  5.5920  -3.9312  1.4418  0.1234
F  5.1550  -5.5684  2.7986  0.1058
O  7.4104  -5.3920  0.0421  0.0338
C  7.0842  -5.4508  -1.3267  -0.5137
C  6.7834  -4.0692  -1.9162  -0.2762
F  5.7615  -3.4652  -1.2753  0.0844
F  6.4243  -4.1713  -3.2174  0.1012
F  6.0901  -6.3341  -1.5220  0.1418
F  8.1668  -5.9686  -1.9465  0.1473
H  7.1715  -6.1932  1.8577  0.1487
H  6.2794  -7.0539  0.6525  0.1442
H  3.6926  -6.5984  0.9060  0.1742
H  7.6574  -3.4177  -1.8474  0.1768
C  -7.8524  1.2767  2.8518  -0.0380
C  -7.9005  0.0487  1.9143  -0.4337
C  -6.8549  -0.0007  0.7978  -0.3159
F  -6.9612  1.0295  -0.0599  0.0688
F  -7.0095  -1.1288  0.0574  0.0714
F  -9.1515  -0.0712  1.4118  0.1280
F  -7.7045  -1.0501  2.7003  0.1039
O  -8.7616  2.3549  2.5818  0.0333
C  -8.3807  3.3295  1.6389  -0.5138
C  -9.3027  3.3542  0.4151  -0.2800
F  -9.3289  2.1636  -0.2161  0.0991
F  -8.8719  4.2676  -0.4879  0.0965
F  -7.0851  3.1730  1.3185  0.1384
F  -8.4639  4.5180  2.2768  0.1445
H  -8.1700  0.9111  3.8317  0.1480
H  -6.8336  1.6375  3.0095  0.1455
H  -5.8400  -0.0092  1.2071  0.1732
H  -10.3255  3.6054  0.7046  0.1752

Atoms 1-2, force components in eV/Å:
C -0.2 -0.7 -0.6
C 1.0 0.5 1.0



Computed, not measured: C5H6BrNO2S in the gas phase, with the ωB97M-V functional and the def2-TZVPD basis.

Values from the calculation:
Energy above the lowest of the compared OMol25 structures with the same formula, charge and spin in kJ/mol: 218.0
Kohn-Sham gap in eV: 8.98

Each line ends with the natural charge from an NBO analysis.
CARTESIAN COORDINATES (ANGSTROEM)
C  -0.4384  -1.9579  -1.5168  -0.8832
S  -0.4512  -1.5027  0.2683  2.3423
O  0.6540  -2.0266  0.9539  -0.9189
O  -1.7760  -1.7414  0.7317  -0.9215
N  -0.1125  0.1087  0.1872  -0.6953
C  -0.8604  1.1077  0.7012  0.0242
C  -0.1115  2.1930  1.0433  -0.3221
C  1.1996  2.1126  0.6080  -0.3045
C  1.4635  0.9277  0.1064  0.0213
Br  2.8294  0.0089  -0.6133  0.1908
H  -1.1298  -1.3967  -2.2105  0.2547
H  0.5284  -2.0896  -1.9787  0.2527
H  -1.1106  -2.7726  -1.3604  0.2469
H  -1.8564  0.8420  0.8723  0.2275
H  -0.5533  3.1971  1.2873  0.2244
H  1.7251  2.9899  0.9201  0.2608

Atoms 1-2, force components in eV/Å:
C -1.8 0.8 0.5
S 0.1 1.3 -2.6



Computed, not measured: 2 unconnected molecules or ions with the total composition C4H10N2, with the ωB97M-V functional and the def2-TZVPD basis.

Values from the calculation:
Energy above the lowest of the compared OMol25 structures with the same formula, charge and spin in kJ/mol: 283.0
Kohn-Sham gap in eV: 9.53

Each line ends with the natural charge from an NBO analysis.
CARTESIAN COORDINATES (ANGSTROEM)
C  4.0099  3.0975  -1.4510  -0.5014
C  5.2915  3.5974  -1.6639  -0.0009
N  6.1290  3.6819  -0.5653  -0.8297
H  3.5854  2.8618  -0.3696  0.1825
H  3.2567  2.7777  -2.1947  0.2072
H  5.7666  3.6325  -2.6320  0.1962
H  5.5603  3.6497  0.2711  0.3696
H  6.8969  3.0045  -0.5999  0.3766
C  -4.7689  -2.5909  1.9672  -0.0441
N  -5.6209  -3.1726  1.2393  -0.4012
C  -5.2685  -4.2916  0.4288  -0.4571
H  -5.0161  -1.7683  2.6549  0.1684
H  -3.6924  -2.8199  2.0188  0.1303
H  -5.1457  -5.2484  1.0328  0.2136
H  -4.3108  -4.1274  -0.1519  0.1834
H  -6.0419  -4.4017  -0.4348  0.2066

Atoms 1-2, force components in eV/Å:
C 0.3 0.2 0.8
C -3.3 -3.0 0.8